{
  "formula": "C12H24N2O3",
  "method": "wB97M-V/def2-TZVPD",
  "smiles": "CC[C@H](C)[C@H](NC(=O)[C@@H](N)CC(C)C)C(=O)O",
  "lumo_energy_ha": 0.0193,
  "fmax_ev_per_a": 3.4,
  "total_charge": 0,
  "e_homo_ev": -9.324,
  "mol_weight_g_mol": 244.33,
  "de_lowest_ev": 0.654,
  "species": ["C", "C", "C", "C", "C", "C", "C", "C", "C", "C", "C", "C", "H", "H", "H", "H", "H", "H", "H", "H", "H", "H", "H", "H", "H", "H", "H", "H", "H", "H", "H", "H", "H", "H", "H", "H", "N", "N", "O", "O", "O"],
  "coordinates": [[1.55148, -0.98014, -0.13222], [0.35841, -1.20534, -1.12708], [2.30725, 0.22644, -0.61905], [3.52206, 0.57592, 0.24266], [3.12932, 0.92746, 1.69896], [4.32134, 1.73558, -0.33923], [-1.14498, 0.31889, 0.16709], [-1.49171, -0.62124, 1.34723], [-2.19915, 1.42367, -0.16757], [-1.56376, 2.55952, -0.96410], [-3.43429, 0.86264, -0.92357], [-4.20739, -0.28889, -0.18586], [2.43995, -2.39466, -1.02420], [1.82434, -2.85461, 0.46701], [1.13695, -0.80716, 0.86110], [2.68732, -0.02456, -1.62882], [1.66706, 1.13540, -0.65968], [4.23681, -0.25445, 0.36570], [4.04048, 1.19551, 2.28352], [2.38721, 1.74118, 1.76684], [2.68636, 0.04430, 2.19798], [5.24756, 1.94169, 0.20570], [4.50412, 1.40725, -1.39415], [3.70285, 2.64454, -0.40523], [-1.50886, -0.77409, -1.61811], [-0.30147, 0.92537, 0.53697], [-2.59901, 1.83375, 0.76434], [-0.73020, 3.10854, -0.49420], [-1.14320, 2.12567, -1.87939], [-2.40106, 3.24910, -1.15906], [-4.15067, 1.70368, -0.93326], [-3.16973, 0.68787, -1.97626], [-5.13731, -0.56430, -0.69636], [-3.51954, -1.13428, -0.16383], [-4.37954, -0.03116, 0.86295], [-2.14460, -0.55139, 3.13631], [2.37666, -2.14135, -0.02733], [-0.79154, -0.41102, -0.99874], [0.43722, -2.00765, -2.01293], [-1.31408, -1.77626, 1.34171], [-2.04354, 0.07221, 2.39410]],
  "nbo_charge": [-0.15, 0.71, -0.41, -0.22, -0.61, -0.60, -0.17, 0.80, -0.19, -0.62, -0.41, -0.62, 0.37, 0.37, 0.20, 0.21, 0.21, 0.22, 0.21, 0.19, 0.21, 0.21, 0.20, 0.20, 0.41, 0.24, 0.22, 0.21, 0.22, 0.22, 0.21, 0.20, 0.22, 0.20, 0.21, 0.50, -0.82, -0.65, -0.61, -0.57, -0.70]
}